Version w
62
Properties=species:S:1:pos:R:3 method="wB97M-V/def2-TZVPD" spin_multiplicity=3 homo_energy_ev="-5.06 / -7.58" e_lumo_ev="0.15 / -1.67" s_squared=2.0204 orbital_gap_ha="0.192 / 0.217"
Au 1.2815 -1.1452 0.7740
Cl 8.6896 0.8692 0.3438
C 7.2272 -0.0160 0.8193
C 7.2673 -1.1858 1.5257
C 6.0113 -1.7614 1.7950
C 4.7050 -1.1005 1.2983
O 3.6370 -1.7092 1.6028
C 4.7468 0.2171 0.6346
C 3.5831 1.0058 0.3327
O 2.3629 0.7941 0.3634
C 6.0291 0.7135 0.3827
H 8.2329 -1.5743 1.8213
H 5.8737 -2.7056 2.3106
H 3.9284 1.9835 -0.0157
H 6.1991 1.6744 -0.1260
C 1.6329 -3.9400 2.8095
Si 1.0871 -3.5362 1.0579
C 2.4233 -4.1693 -0.1168
C -0.7195 -4.1292 0.7515
C -1.1049 -5.4400 0.9587
C -2.4566 -5.7956 0.7690
C -3.3982 -4.8248 0.3920
C -3.0042 -3.5028 0.1983
C -1.6754 -3.1376 0.3990
Si -1.0910 -1.3199 0.1854
C -1.2178 -0.7953 -1.5783
C -2.1681 -0.2049 1.2189
H 2.0159 -4.9350 2.9002
H 0.7738 -3.8248 3.4775
H 2.4276 -3.2584 3.1073
H 2.6171 -5.2333 -0.0348
H 3.3602 -3.5978 0.0386
H 2.0908 -3.9674 -1.1324
H -0.4034 -6.2136 1.2968
H -2.7658 -6.8108 0.9242
H -4.4643 -5.1035 0.2457
H -3.7704 -2.7740 -0.0894
H -2.2541 -0.5862 -1.8420
H -0.9127 -1.5695 -2.2295
H -0.6759 0.1300 -1.7529
H -3.1748 -0.2657 0.8013
H -1.6964 0.7836 1.1756
H -2.1216 -0.5675 2.2129
C -0.6521 5.7214 -1.6412
N -1.7465 4.8542 -1.3540
C -1.6443 3.6053 -0.8133
Se -0.1492 2.6704 -0.2945
N -2.8889 3.1064 -0.7215
C -3.8186 4.0000 -1.2249
C -5.1914 3.9388 -1.4329
C -5.8085 5.0509 -2.0135
C -5.0568 6.1689 -2.4151
C -3.6860 6.2251 -2.2353
C -3.1074 5.1380 -1.6339
H 0.2548 5.2104 -1.3697
H -0.7531 6.6774 -1.0601
H -0.5556 5.9161 -2.7178
H -2.9960 2.1928 -0.3092
H -5.7639 3.0460 -1.2020
H -6.8725 4.9768 -2.1506
H -5.6126 7.0046 -2.8454
H -3.0799 7.0262 -2.5720

***

Version x
62
Properties=species:S:1:pos:R:3 method="wB97M-V/def2-TZVPD" spin_multiplicity=3 homo_energy_ev="-4.67 / -8.25" e_lumo_ev="0.23 / -2.16" s_squared=2.0197 orbital_gap_ha="0.180 / 0.224"
Au -1.1389 -0.2266 -0.5462
Cl 5.4604 0.1866 3.7273
C 4.0352 0.2821 2.7000
C 4.2799 0.4639 1.3585
C 3.2567 0.3833 0.4353
C 1.9369 0.0833 0.8100
O 1.0767 -0.1270 -0.1494
C 1.6947 -0.0279 2.2524
C 0.3471 -0.2383 2.7884
O -0.6548 -0.4543 2.1755
C 2.7441 0.0956 3.1720
H 5.2925 0.6366 1.0224
H 3.4502 0.5296 -0.6176
H 0.2689 -0.1616 3.9062
H 2.5686 -0.0620 4.2320
C -4.2097 -0.7998 -2.0903
Si -3.4747 0.0627 -0.5928
C -4.0239 -0.5967 1.0417
C -4.0143 1.8466 -0.6332
C -5.3556 2.2656 -0.6106
C -5.7241 3.6022 -0.5551
C -4.7321 4.5680 -0.5174
C -3.4034 4.1975 -0.5302
C -3.0202 2.8449 -0.5885
Si -1.3202 2.1548 -0.5797
C -0.4547 2.4800 -2.2145
C -0.4667 2.7984 0.9116
H -5.3147 -0.6897 -2.0237
H -4.0181 -1.8725 -2.1243
H -3.8629 -0.3503 -3.0289
H -5.0474 -0.3195 1.3109
H -3.3967 -0.1485 1.8045
H -3.9141 -1.6737 1.1402
H -6.1781 1.5428 -0.6121
H -6.7585 3.8675 -0.5328
H -4.9857 5.6187 -0.4422
H -2.6531 4.9676 -0.5099
H -0.2225 3.5282 -2.3617
H -1.0946 2.1343 -3.0279
H 0.4587 1.9367 -2.2550
H -0.6150 3.8578 1.0541
H 0.5900 2.5704 0.9307
H -0.9297 2.2868 1.7467
C 1.5202 -2.6091 -2.8642
N 1.7145 -2.9378 -1.4512
C 0.7634 -3.0125 -0.5446
Se -1.0807 -2.8379 -0.8133
N 1.3425 -3.1584 0.6675
C 2.7077 -3.0772 0.5425
C 3.7368 -3.0646 1.4759
C 5.0176 -2.9007 0.9898
C 5.2882 -2.7751 -0.3762
C 4.2568 -2.7503 -1.3040
C 2.9581 -2.9380 -0.8120
H 0.4501 -2.6891 -3.0703
H 2.1145 -3.2927 -3.4845
H 1.7915 -1.5666 -3.0117
H 0.8113 -3.1283 1.5156
H 3.5224 -3.1255 2.5199
H 5.8476 -2.9294 1.7145
H 6.3111 -2.6482 -0.7079
H 4.4504 -2.6031 -2.3623

***

Stability, lowest: version w